A structure of composition C35H28CoF5N2O5PTe at a distorted geometry, computed with ωB97M-V/def2-TZVPD.

As for the charge: -2. For the energy relative to the best compared isomer or geometry (same formula, charge and spin), the calculation gives 3.857 eV. The largest force on an atom comes out at 1.4 eV/A. The calculation puts the HOMO energy (alpha / beta) at -2.3 / -2.3 eV. The spin multiplicity is 2. Its expectation value of S² is 0.7647. The lowest unoccupied orbital energy (alpha / beta) comes out at 0.143 / 0.143 Eh.

Last column: Mulliken spin population.
Positions of all 78 atoms, in Å:
1 Co 0.83808 -0.53231 0.40666  1.0334
2 O 0.52316 -1.25286 -1.35036  -0.0175
3 C 0.38738 -2.54491 -1.54988  -0.0034
4 C 0.62811 -3.04352 -2.84608  -0.0033
5 C 0.46070 -4.37849 -3.15315  0.0001
6 C 0.01195 -5.27920 -2.19228  0.0004
7 C -0.22201 -4.81881 -0.90882  -0.0008
8 C -0.02299 -3.48598 -0.56615  -0.0189
9 C -0.25262 -3.08479 0.86411  0.0081
10 N 0.92783 -2.82814 1.57513  -0.0007
11 C 0.84148 -2.43508 2.96270  0.0099
12 C 0.24231 -1.03989 3.22461  -0.0134
13 N 0.78288 -0.03106 2.32006  -0.0122
14 C 1.16585 1.08161 2.81427  0.0045
15 C 1.85583 2.15463 2.12908  -0.0135
16 C 2.01030 3.36347 2.82283  0.0031
17 C 2.74792 4.41416 2.32868  -0.0004
18 C 3.40724 4.23865 1.09686  0.0011
19 C 3.28606 3.07447 0.38690  -0.0003
20 C 2.47096 1.97509 0.83929  0.0106
21 O 2.34614 0.94201 0.12305  0.0359
22 H 0.99390 -2.33605 -3.58083  0.0002
23 H 0.69588 -4.72856 -4.15284  -0.0002
24 H -0.12616 -6.32541 -2.43268  -0.0001
25 H -0.53653 -5.50887 -0.13508  0.0000
26 H -0.81062 -3.83657 1.41620  -0.0036
27 H 0.25144 -3.18529 3.49796  -0.0001
28 H 1.86848 -2.47222 3.32284  -0.0002
29 H -0.84204 -1.08554 3.08807  -0.0023
30 H 0.44663 -0.76632 4.26673  0.0013
31 H 0.99886 1.24900 3.88651  -0.0004
32 H 1.51565 3.46125 3.78631  -0.0002
33 H 2.83471 5.34194 2.87960  -0.0001
34 H 4.03226 5.03717 0.70862  0.0000
35 H 3.80472 2.92673 -0.55355  -0.0001
36 O -3.01546 -3.03372 0.66890  0.0010
37 C -2.39444 -2.02212 0.42573  0.0065
38 O -1.14776 -1.82131 0.80784  0.0221
39 C -3.04646 -0.88180 -0.34380  0.0008
40 C -4.36272 -1.15966 -0.72098  0.0023
41 C -5.10976 -0.27643 -1.47461  -0.0005
42 C -4.54571 0.93234 -1.85663  0.0008
43 C -3.24703 1.21801 -1.48440  -0.0013
44 C -2.46357 0.32194 -0.74608  -0.0045
45 P -0.74051 0.90763 -0.38392  -0.0201
46 C -0.18954 1.50989 -2.01766  -0.0023
47 C 0.81553 2.47162 -2.08883  0.0012
48 C 1.34447 2.84877 -3.31527  -0.0018
49 C 0.89019 2.25561 -4.48312  0.0004
50 C -0.09230 1.27670 -4.41831  0.0000
51 C -0.62483 0.90377 -3.19412  0.0016
52 C -1.21400 2.42382 0.54870  0.0000
53 C -1.16391 3.73603 0.09599  0.0035
54 C -1.56411 4.78280 0.91941  -0.0007
55 C -2.04027 4.53035 2.19569  0.0001
56 C -2.11381 3.21955 2.65229  -0.0002
57 C -1.69866 2.18079 1.83663  0.0004
58 H -4.76649 -2.11455 -0.41399  0.0003
59 H -6.12423 -0.52537 -1.76113  0.0000
60 H -5.11187 1.64564 -2.44348  -0.0001
61 H -2.80744 2.16246 -1.78196  0.0005
62 H 1.21209 2.91060 -1.18342  -0.0003
63 H 2.12963 3.59423 -3.35073  -0.0001
64 H 1.31354 2.53979 -5.43922  0.0001
65 H -0.43301 0.78638 -5.32198  0.0000
66 H -1.36879 0.11938 -3.15259  0.0003
67 H -0.80488 3.95476 -0.90076  0.0000
68 H -1.49906 5.80218 0.55828  0.0000
69 H -2.35150 5.34812 2.83434  -0.0001
70 H -2.49034 3.01065 3.64643  0.0000
71 H -1.74838 1.15707 2.19401  -0.0014
72 F 4.37222 -5.87379 0.95875  0.0000
73 Te 3.10068 -4.52109 0.56335  0.0002
74 F 4.64396 -3.35865 0.66597  -0.0001
75 F 1.88774 -6.06209 1.24047  -0.0003
76 F 3.89374 -4.89535 -1.26655  -0.0001
77 F 3.23272 -4.22195 2.50067  -0.0001
78 O 1.88058 -2.04327 0.90472  -0.0255



A cluster of 2 separate species, C35H28N2O2S in total at a distorted geometry, computed with ωB97M-V/def2-TZVPD.

As for the charge: 0. The largest force on an atom comes out at 2.6 eV/A. The calculation puts the HOMO energy at -6.8 eV. The lowest unoccupied orbital energy comes out at -0.094 Eh.

Last column: Mulliken charge in e.
Positions of all 68 atoms, in Å:
1 C 0.22832 -4.42148 -2.28473  -0.5609
2 C 1.14789 -3.36862 -2.33583  -0.6495
3 C 0.70540 -2.04941 -2.23886  -0.4021
4 C -0.66442 -1.75872 -2.01186  0.6556
5 C -1.08384 -0.39839 -1.80028  1.0828
6 C -0.16499 0.63912 -1.91131  -0.2530
7 N 0.59983 1.53181 -2.02719  -0.8101
8 S -2.81594 -0.01762 -2.13991  1.4275
9 C -2.84070 1.73985 -2.53396  -0.1549
10 C -2.99064 2.62471 -1.47011  -0.2849
11 C -3.02866 3.99783 -1.70345  -0.4705
12 C -2.99495 4.48191 -3.01386  -0.5096
13 C -2.92221 3.58497 -4.08480  -0.5733
14 C -2.86162 2.20748 -3.85308  -0.2506
15 O -3.18996 -0.69101 -3.35814  -0.7332
16 O -3.56055 -0.19328 -0.91276  -0.6221
17 C -1.58386 -2.83797 -1.97886  -0.4796
18 C -1.13819 -4.14608 -2.11531  -0.8326
19 H 0.57092 -5.45384 -2.37657  0.3832
20 H 2.21568 -3.56435 -2.45955  0.4366
21 H 1.40940 -1.22131 -2.35959  0.3980
22 H -3.06831 2.21612 -0.46467  0.4090
23 H -3.09329 4.67780 -0.85463  0.4086
24 H -3.04001 5.55807 -3.19268  0.3757
25 H -2.91792 3.95920 -5.11038  0.3649
26 H -2.82774 1.49632 -4.67771  0.4310
27 H -2.65163 -2.64953 -1.87360  0.4203
28 H -1.86712 -4.95876 -2.10111  0.3907
29 C 6.19398 -1.09402 -0.04769  -0.9849
30 N 5.30339 -1.22388 1.09162  0.2365
31 C 5.98199 -1.21897 2.37629  -1.0112
32 C 3.95158 -0.85398 0.99569  -0.2839
33 C 2.97171 -1.81196 0.63857  -1.0147
34 C 1.63364 -1.47958 0.67530  -0.6486
35 C 1.20787 -0.16606 0.96615  1.4340
36 C -0.18694 0.12392 1.16423  1.4867
37 C -0.73368 1.46171 1.22842  0.1569
38 C -1.95673 1.40647 1.98279  -0.3789
39 C -2.61010 2.56137 2.38118  -0.1123
40 C -2.09225 3.79526 1.97193  -0.7360
41 C -0.93742 3.85971 1.17579  -1.5812
42 C -0.24643 2.70002 0.81111  0.3587
43 C -2.18740 0.02931 2.36646  -0.1766
44 C -1.10050 -0.76861 1.85785  0.6820
45 C -0.99234 -2.09732 2.28077  -0.3658
46 C -1.94770 -2.61288 3.16604  -1.0547
47 C -2.99772 -1.81787 3.65403  -0.6909
48 C -3.11613 -0.48005 3.25791  -0.7426
49 C 2.20206 0.80635 1.23083  -0.8577
50 C 3.54136 0.46775 1.27274  -0.8234
51 H 5.61298 -1.02667 -0.97565  0.3044
52 H 6.83285 -0.19921 0.04559  0.3105
53 H 6.85206 -1.97181 -0.09622  0.3282
54 H 5.24426 -1.31479 3.18302  0.2947
55 H 6.67294 -2.07146 2.41921  0.3384
56 H 6.56585 -0.29588 2.52329  0.3300
57 H 3.29037 -2.82607 0.38713  0.4977
58 H 0.88837 -2.24299 0.46481  0.3757
59 H -3.49804 2.48360 3.00920  0.4278
60 H -2.58905 4.72066 2.26753  0.4309
61 H -0.55531 4.82595 0.84740  0.3666
62 H 0.65376 2.75573 0.20535  0.6506
63 H -0.16404 -2.72245 1.96590  0.4610
64 H -1.85103 -3.64676 3.49852  0.4125
65 H -3.71738 -2.24655 4.35117  0.4014
66 H -3.90224 0.17079 3.63717  0.4237
67 H 1.91281 1.82351 1.48267  0.7317
68 H 4.29769 1.21290 1.53067  0.4257



A structure of composition C35H28N6PS4V, computed with ωB97M-V/def2-TZVPD.

As for the charge: -1. For the energy relative to the best compared isomer or geometry (same formula, charge and spin), the calculation gives 0.989 eV. The largest force on an atom comes out at 0.7 eV/A. The calculation puts the HOMO energy (alpha / beta) at -3.6 / -2.9 eV. The spin multiplicity is 2. Its expectation value of S² is 0.7817. The lowest unoccupied orbital energy (alpha / beta) comes out at 0.077 / 0.077 Eh.

Last column: Mulliken spin population.
Positions of all 75 atoms, in Å:
1 V 0.37588 -0.40034 0.58545  1.0561
2 S 1.95382 1.32026 0.11386  -0.0060
3 C 3.13531 1.24864 1.40918  -0.0035
4 C 4.41640 1.72503 1.13093  0.0097
5 C 5.42912 1.71078 2.08176  -0.0027
6 C 6.73147 2.17648 1.73257  0.0003
7 N 7.78353 2.54230 1.44359  -0.0011
8 C 5.14944 1.22488 3.37093  0.0031
9 C 3.87657 0.75087 3.65510  -0.0043
10 C 2.86612 0.71761 2.69697  0.0051
11 S 1.32867 -0.00179 3.08442  -0.0072
12 C 6.15213 1.18716 4.38548  -0.0005
13 N 6.94196 1.14296 5.22124  0.0019
14 H 4.62188 2.10353 0.13864  -0.0007
15 H 3.66555 0.37434 4.64797  0.0005
16 C -3.78043 -4.40758 0.43672  -0.0006
17 C -4.47014 -3.32657 0.96524  0.0008
18 C -4.20473 -2.04628 0.50857  -0.0038
19 C -3.28036 -1.82777 -0.51123  0.0017
20 C -2.59308 -2.92159 -1.03255  -0.0038
21 C -2.83593 -4.20028 -0.55455  0.0004
22 P -2.98094 -0.10769 -1.07709  0.0155
23 C -4.34511 0.11767 -2.29009  0.0022
24 C -4.36341 1.30327 -3.02692  -0.0004
25 C -5.39878 1.59223 -3.89602  -0.0001
26 C -6.45946 0.70622 -4.03852  0.0000
27 C -6.46120 -0.47052 -3.30816  -0.0001
28 C -5.41357 -0.76307 -2.44463  -0.0001
29 C -1.51278 -0.31437 -2.13924  -0.0402
30 C -1.65505 -0.51672 -3.51185  0.0064
31 C -0.55321 -0.74147 -4.31523  -0.0085
32 C 0.70073 -0.77746 -3.71475  0.0156
33 C 0.82231 -0.59342 -2.35189  -0.0343
34 C -0.26378 -0.36097 -1.47631  -0.0295
35 H -3.96774 -5.40647 0.81028  -0.0001
36 H -5.20823 -3.48249 1.74314  0.0000
37 H -4.72664 -1.19811 0.94227  -0.0001
38 H -1.84711 -2.76297 -1.79838  -0.0006
39 H -2.27508 -5.03454 -0.95547  -0.0003
40 H -3.53980 2.00350 -2.92783  0.0003
41 H -5.38042 2.51374 -4.46484  0.0000
42 H -7.27295 0.93277 -4.71582  0.0000
43 H -7.27749 -1.17509 -3.41227  0.0000
44 H -5.42535 -1.69580 -1.89640  0.0003
45 H -2.64068 -0.50398 -3.96723  -0.0002
46 H -0.67334 -0.88866 -5.38103  -0.0012
47 H 1.58759 -0.94515 -4.31591  0.0001
48 H 1.83012 -0.61885 -1.93531  0.0056
49 C -4.43573 -1.12230 4.59355  -0.0007
50 C -2.96660 -0.75092 4.74235  -0.0012
51 C -2.42180 -0.05683 3.53679  -0.0038
52 N -1.70727 -0.63174 2.64657  -0.0064
53 N -1.33512 0.21226 1.63637  -0.0115
54 C -1.79777 1.42446 1.76603  0.0210
55 N -1.47326 2.42197 0.92235  0.0071
56 S -2.74366 1.63347 3.19571  0.0032
57 H -4.81039 -1.59650 5.50012  0.0000
58 H -4.56634 -1.81509 3.76290  0.0002
59 H -5.05005 -0.24290 4.39532  0.0001
60 H -2.35127 -1.64091 4.88172  0.0002
61 H -2.81926 -0.11497 5.61924  0.0000
62 H -0.89235 2.14392 0.13628  0.0099
63 H -2.11747 3.17980 0.78534  0.0009
64 S 0.54720 -2.85977 0.40476  -0.0088
65 C 2.23480 -2.80389 0.64597  0.0207
66 N 2.78185 -2.42274 1.82802  -0.0050
67 C 4.10923 -2.29016 2.05556  0.0045
68 C 5.01298 -2.60835 1.08813  -0.0030
69 C 4.50770 -3.03691 -0.15627  0.0005
70 C 3.15950 -3.13386 -0.37618  0.0004
71 H 2.14190 -1.96543 2.49635  -0.0047
72 H 4.37549 -1.90896 3.02929  0.0002
73 H 6.06916 -2.50015 1.27602  -0.0002
74 H 5.19393 -3.27374 -0.95897  -0.0002
75 H 2.74937 -3.42682 -1.33186  0.0006